Here is a cluster of 7 separate species, C32H67B2BrClO13 in total from the OMol25 dataset. Energies are from ωB97M-V/def2-TZVPD.

Each line ends with the Mulliken charge.
CARTESIAN COORDINATES (ANGSTROEM)
C (-4.48676, -2.81180, -0.59218)  -0.16
C (-4.70943, -4.38666, -0.90026)  -0.48
B (-3.40616, -5.32948, -1.11273)  0.73
O (-3.69330, -6.69309, -1.69088)  -0.59
B (-1.80866, -4.97229, -0.71394)  -0.35
C (-1.29086, -3.53426, -1.30129)  -0.10
C (0.30066, -3.33212, -1.51515)  0.14
C (1.28551, -4.56908, -1.13317)  -0.96
Cl (0.98954, -1.81055, -0.62726)  -0.30
C (-1.39960, -5.35816, 0.81396)  0.06
C (-1.85619, -4.39566, 2.03283)  0.09
C (-1.30112, -2.85226, 2.00911)  -0.38
Br (-3.83569, -4.52491, 2.51811)  -0.26
H (-3.90259, -2.34607, -1.52342)  0.05
H (-5.53045, -2.23292, -0.58101)  0.29
H (-3.84704, -2.54458, 0.34976)  -0.11
H (-5.38704, -4.47420, -1.87851)  0.13
H (-5.38427, -4.82941, -0.02497)  0.14
H (-3.60485, -6.53268, -2.69054)  0.26
H (-1.20666, -5.77417, -1.38181)  -0.33
H (-1.79463, -3.43742, -2.38192)  0.05
H (-1.71115, -2.58093, -0.71820)  -0.12
H (0.49147, -3.09316, -2.66981)  0.29
H (0.99738, -5.61534, -1.57036)  0.19
H (1.47522, -4.58168, 0.04408)  0.13
H (2.35475, -4.31108, -1.59841)  0.34
H (-1.90037, -6.42352, 1.02592)  0.10
H (-0.23316, -5.56915, 0.96570)  -0.43
H (-1.34112, -4.86697, 3.00667)  0.31
H (-0.16708, -2.89009, 1.72725)  0.06
H (-1.34276, -2.47014, 3.13941)  0.35
H (-1.94585, -2.09709, 1.39283)  -0.09
O (-2.49736, -0.05208, -3.66501)  -0.61
C (-1.55084, 0.63658, -4.03096)  0.65
O (-0.87246, 0.32193, -5.15749)  -0.35
C (0.13010, 1.15585, -5.77041)  -0.62
C (1.48625, 0.92798, -5.13373)  -0.61
C (-1.07144, 1.78697, -3.19360)  -0.56
H (-0.17180, 2.20749, -5.75771)  0.38
H (0.17433, 0.86104, -6.82430)  0.33
H (1.48464, 1.19716, -4.07395)  0.11
H (2.25432, 1.51949, -5.64028)  0.34
H (1.76260, -0.13122, -5.19203)  0.30
H (-0.40693, 1.40911, -2.41328)  0.17
H (-1.94095, 2.26279, -2.72942)  0.20
H (-0.56649, 2.56598, -3.76110)  0.29
O (-2.78875, 3.09874, -0.94251)  -0.67
C (-2.92844, 2.74097, 0.22221)  0.82
O (-1.87219, 2.73529, 1.06634)  -0.36
C (-1.95931, 2.50851, 2.48663)  -0.26
C (-1.95688, 1.02560, 2.79872)  -0.93
C (-4.24940, 2.22043, 0.71056)  -0.89
H (-2.82031, 3.02969, 2.91593)  0.20
H (-1.06914, 2.96954, 2.92777)  0.33
H (-2.82406, 0.52061, 2.36448)  0.20
H (-1.96438, 0.85907, 3.87976)  0.44
H (-1.06591, 0.54749, 2.37535)  0.28
H (-4.33730, 1.16401, 0.44695)  0.18
H (-5.04713, 2.78425, 0.21695)  0.32
H (-4.40581, 2.34681, 1.77988)  0.29
O (0.53557, -6.58946, 3.56156)  -0.52
C (1.00220, -7.66176, 3.19210)  0.86
O (0.57949, -8.23004, 2.04030)  -0.32
C (1.18306, -9.38573, 1.42685)  -0.42
C (0.63044, -10.66489, 2.02251)  -1.01
C (1.98387, -8.40641, 4.05013)  -1.20
H (2.27479, -9.33268, 1.47753)  0.34
H (0.92182, -9.34261, 0.36410)  0.34
H (0.85682, -10.74373, 3.08934)  0.27
H (1.04801, -11.53878, 1.51421)  0.37
H (-0.46126, -10.69053, 1.92668)  0.31
H (1.43819, -8.98062, 4.80230)  0.27
H (2.62945, -7.67720, 4.54951)  0.31
H (2.64596, -9.06600, 3.49294)  0.36
O (3.63498, 3.21373, -3.70495)  -0.64
C (4.31563, 2.45566, -3.02222)  0.85
O (5.06376, 1.49414, -3.60878)  -0.36
C (6.02977, 0.67447, -2.92233)  -0.39
C (5.36206, -0.52359, -2.27792)  -0.91
C (4.26529, 2.52124, -1.52304)  -0.49
H (6.61341, 1.26675, -2.21112)  0.36
H (6.73511, 0.32555, -3.68411)  0.31
H (4.63704, -0.22069, -1.51754)  0.25
H (6.10609, -1.17318, -1.80795)  0.37
H (4.81213, -1.10382, -3.02796)  0.27
H (3.40117, 1.95459, -1.16887)  0.22
H (4.15734, 3.56916, -1.22617)  -0.16
H (5.16767, 2.15921, -1.03464)  0.32
O (3.55897, 5.58140, -0.55090)  -0.65
C (4.26488, 6.28760, -1.26298)  0.73
O (5.20697, 7.08655, -0.71306)  -0.37
C (6.20204, 7.81393, -1.45936)  -0.36
C (5.65200, 9.14000, -1.94459)  -0.92
C (4.04063, 6.34639, -2.74643)  -0.50
H (6.60978, 7.20294, -2.27034)  0.33
H (7.03077, 8.00054, -0.76803)  0.31
H (4.81089, 9.00146, -2.62937)  0.27
H (6.42759, 9.71372, -2.46008)  0.35
H (5.27990, 9.73137, -1.09992)  0.29
H (3.23613, 7.05409, -2.95896)  0.25
H (3.74688, 5.35013, -3.09152)  0.02
H (4.92730, 6.61554, -3.31675)  0.28
O (-5.08482, 3.97309, 4.96179)  -0.57
C (-4.78082, 5.15556, 4.84590)  0.81
O (-3.48114, 5.52810, 4.82825)  -0.36
C (-3.01313, 6.85534, 4.51904)  -0.38
C (-3.03835, 7.73831, 5.75037)  -0.98
C (-5.84021, 6.21894, 4.80974)  -1.03
H (-3.57036, 7.28327, 3.68021)  0.34
H (-1.97839, 6.74569, 4.17720)  0.34
H (-4.05393, 7.86464, 6.13537)  0.27
H (-2.62798, 8.72675, 5.52452)  0.36
H (-2.44702, 7.28762, 6.55589)  0.30
H (-6.13498, 6.46530, 5.83231)  0.26
H (-6.70630, 5.82596, 4.26810)  0.31
H (-5.53987, 7.12385, 4.28553)  0.34

Its total charge is -1. The calculation puts the largest force on an atom at 3.185 eV Å⁻¹. The frontier orbital gap comes out at 5.70 eV. Its total energy is -144804.140 eV. The HOMO energy is -0.1428 hartree.